No. 1
Molecular formula: C15H12Cl2N2S
Method: DFT, ωB97M-V/def2-TZVPD

```
! RIJCOSX wB97M-V def2-TZVPD def2/J DEFGRID3
* xyz 0 1
N -2.710 4.797 0.542
S -0.913 4.099 -2.797
Cl 4.543 -2.858 2.562
Cl 0.196 -4.045 -0.359
C -2.254 3.855 0.000
C -1.096 2.793 -1.860
C -1.656 2.695 -0.526
C -1.466 1.522 0.210
C -0.419 0.423 -1.773
C -0.808 0.308 -0.434
C 2.663 -1.021 1.995
C 2.204 -3.221 1.148
C 1.407 -0.598 1.505
C 3.039 -2.339 1.827
C 1.003 -2.804 0.596
C 0.548 -1.494 0.778
N -0.535 1.670 -2.399
C -1.895 1.447 1.676
C 0.155 -0.616 -2.680
C -0.821 -1.052 0.231
H 3.270 -0.312 2.575
H 2.534 -4.265 1.038
H 1.173 0.442 1.570
H -0.223 1.795 -3.360
H -2.366 2.358 2.035
H -1.032 1.245 2.289
H -2.692 0.684 1.823
H 1.152 -0.357 -3.046
H 0.227 -1.564 -2.125
H -0.482 -0.734 -3.541
H -1.582 -1.075 1.017
H -1.168 -1.780 -0.519
*
```

Output
energy above the lowest of the compared OMol25 structures with the same formula, charge and spin	0.0	kJ/mol
SMILES	Cc1[nH]c(=S)c(C#N)c(C)c1Cc1ccc(Cl)cc1Cl
Kohn-Sham gap	7.67	eV
HOMO	-8.149	eV

These are the Löwdin partial charges, in e, on atoms 1 to 5: atom 1 (N): 0.18, atom 2 (S): 0.69, atom 3 (Cl): 0.66, atom 4 (Cl): 0.69, atom 5 (C): -0.22



No. 2
Molecular formula: C10H15NO
Method: DFT, ωB97M-V/def2-TZVPD

```
! RIJCOSX wB97M-V def2-TZVPD def2/J DEFGRID3
* xyz 0 1
C -2.466 0.540 0.163
C -1.760 0.956 1.490
C -2.907 -0.891 0.228
O -2.245 -1.729 0.855
N -4.050 -1.285 -0.429
H -3.228 1.253 -0.165
H -1.632 0.564 -0.582
H -1.101 1.827 1.380
H -1.073 0.227 1.860
H -4.312 -2.262 -0.306
H -4.673 -0.702 -0.964
H -2.490 1.247 2.235
C 4.044 1.136 -0.375
C 1.080 -1.021 0.729
C 0.437 -1.117 -0.487
C 2.214 -0.218 0.823
C 2.674 0.542 -0.254
C 0.925 -0.497 -1.632
C 1.971 0.414 -1.489
H 0.602 -1.434 1.606
H -0.529 -1.663 -0.442
H 2.631 -0.077 1.816
H 0.405 -0.610 -2.577
H 4.079 2.199 -0.705
H 4.574 0.494 -1.076
H 2.248 1.122 -2.256
H 4.581 0.984 0.557
*
```

Output
energy above the lowest of the compared OMol25 structures with the same formula, charge and spin	60.5	kJ/mol
SMILES	Cc1ccccc1.CCC(N)=O
Kohn-Sham gap	9.50	eV
HOMO	-8.626	eV

These are the Löwdin partial charges, in e, on atoms 1 to 5: atom 1 (C): -0.15, atom 2 (C): -0.08, atom 3 (C): -0.54, atom 4 (O): 0.00, atom 5 (N): 0.15



No. 3
Molecular formula: C14H42N14O28
Method: DFT, ωB97M-V/def2-TZVPD

```
! RIJCOSX wB97M-V def2-TZVPD def2/J DEFGRID3
* xyz 0 1
C -13.458 -18.708 25.710
N -14.764 -18.285 26.383
O -15.482 -19.097 26.964
O -15.047 -17.042 26.268
H -13.550 -19.751 25.406
H -12.658 -18.566 26.436
H -13.310 -17.969 24.923
C -12.914 -16.415 21.409
N -12.794 -16.684 19.967
O -12.572 -15.773 19.189
O -12.815 -17.910 19.660
H -13.662 -15.623 21.362
H -11.936 -16.155 21.814
H -13.261 -17.326 21.897
C -20.293 -18.969 21.842
N -19.337 -17.988 21.277
O -18.683 -17.300 22.043
O -19.204 -18.006 20.023
H -20.320 -18.825 22.922
H -19.736 -19.886 21.651
H -21.302 -19.055 21.439
C -16.772 -15.552 24.267
N -15.832 -14.808 23.409
O -14.679 -14.873 23.745
O -16.233 -14.156 22.415
H -16.442 -16.587 24.171
H -17.797 -15.397 23.931
H -16.650 -15.112 25.256
C -19.980 -18.006 27.603
N -19.307 -18.423 26.317
O -19.288 -19.648 26.145
O -18.921 -17.635 25.499
H -20.856 -17.431 27.304
H -19.261 -17.371 28.120
H -20.303 -18.814 28.260
C -13.430 -12.660 20.792
N -13.695 -12.819 19.360
O -13.033 -12.123 18.538
O -14.602 -13.627 19.109
H -14.426 -12.748 21.226
H -12.971 -11.709 21.062
H -12.857 -13.527 21.120
C -20.785 -15.125 23.024
N -22.013 -15.714 22.648
O -22.162 -16.092 21.479
O -22.851 -15.849 23.530
H -20.173 -15.219 22.126
H -20.345 -15.700 23.839
H -20.937 -14.071 23.252
C -19.044 -12.160 26.680
N -19.398 -13.183 25.610
O -18.916 -12.996 24.474
O -20.185 -14.072 25.893
H -19.529 -12.505 27.593
H -19.508 -11.231 26.352
H -17.985 -11.988 26.874
C -16.821 -10.994 24.081
N -15.919 -10.099 23.328
O -15.065 -10.624 22.621
O -15.956 -8.901 23.552
H -16.434 -12.008 23.971
H -17.845 -10.771 23.781
H -16.730 -10.759 25.141
C -15.360 -15.109 28.804
N -16.200 -14.264 27.940
O -17.385 -14.422 27.951
O -15.600 -13.391 27.330
H -14.298 -15.117 28.556
H -15.869 -16.073 28.784
H -15.567 -14.573 29.730
C -16.631 -16.128 19.157
N -17.713 -15.652 18.291
O -17.595 -16.043 17.120
O -18.598 -14.938 18.761
H -17.125 -17.042 19.485
H -16.434 -15.451 19.989
H -15.723 -16.237 18.564
C -18.462 -12.535 21.052
N -19.813 -11.884 20.797
O -19.960 -10.704 20.937
O -20.604 -12.652 20.279
H -18.528 -13.513 21.529
H -17.894 -11.766 21.576
H -18.013 -12.602 20.061
C -12.414 -13.861 25.664
N -11.951 -15.250 26.034
O -11.367 -15.915 25.185
O -12.200 -15.667 27.169
H -12.880 -13.490 26.576
H -12.978 -13.778 24.735
H -11.449 -13.366 25.555
C -17.062 -19.691 23.368
N -16.003 -19.221 22.437
O -16.224 -19.235 21.230
O -14.984 -18.758 22.992
H -17.895 -19.998 22.736
H -17.427 -18.830 23.928
H -16.827 -20.522 24.034
*
```

Output
energy above the lowest of the compared OMol25 structures with the same formula, charge and spin	194.6	kJ/mol
Kohn-Sham gap	9.43	eV
HOMO	-10.401	eV

These are the Löwdin partial charges, in e, on atoms 1 to 5: atom 1 (C): 0.06, atom 2 (N): -0.35, atom 3 (O): 0.06, atom 4 (O): -0.02, atom 5 (H): 0.10



No. 4
Molecular formula: C10H16
Method: DFT, ωB97M-V/def2-TZVPD

```
! RIJCOSX wB97M-V def2-TZVPD def2/J DEFGRID3
* xyz 0 1
C -2.746 -0.582 -0.525
C -1.566 -0.785 -1.484
C -4.035 -0.021 -1.108
H -3.007 -1.555 -0.106
H -2.474 0.040 0.328
H -0.601 -0.743 -0.990
H -3.976 1.060 -1.282
H -4.244 -0.436 -2.103
H -1.650 -0.020 -2.265
H -1.660 -1.776 -1.934
H -4.926 -0.261 -0.535
C -0.020 0.855 1.345
C 3.705 0.208 1.586
C 4.030 -0.051 0.248
C 2.394 0.346 1.962
C 1.361 0.401 0.998
C 3.046 -0.067 -0.706
C 1.721 0.231 -0.315
H 4.508 0.201 2.310
H 5.058 -0.329 0.059
H 2.099 0.362 3.002
H 3.240 -0.123 -1.770
H -0.101 1.719 2.007
H -0.560 0.133 1.956
H 1.032 0.204 -1.141
H -0.630 0.988 0.461
*
```

Output
energy above the lowest of the compared OMol25 structures with the same formula, charge and spin	64.0	kJ/mol
SMILES	Cc1ccccc1.CCC
Kohn-Sham gap	10.05	eV
HOMO	-8.998	eV

These are the Löwdin partial charges, in e, on atoms 1 to 5: atom 1 (C): -0.32, atom 2 (C): -0.11, atom 3 (C): -0.13, atom 4 (H): 0.10, atom 5 (H): 0.07



no.,electronic energy (a.u.)
1,-2006.8745
2,-520.0379
3,-3430.5586
4,-390.6115